Version 1
{
  "formula": "C4H9N4O",
  "method": "ωB97M-V with the def2-TZVPD basis set",
  "species": ["C", "C", "C", "C", "N", "N", "N", "N", "O", "H", "H", "H", "H", "H", "H", "H", "H", "H"],
  "positions_angstrom": [[-3.1911, 1.3054, -0.4367], [-2.1059, 0.1169, 1.1378], [-2.1184, 1.2682, -1.2944], [-0.9496, 0.5959, -0.8671], [-3.1854, 0.7217, 0.7713], [-1.0001, 0.0438, 0.3758], [0.1807, 0.4553, -1.5346], [2.6448, -1.2437, 1.0624], [1.4271, -0.7903, 0.6261], [-4.1083, 1.8154, -0.6934], [-2.0702, -0.3598, 2.1068], [-2.1545, 1.7457, -2.2600], [2.5478, -2.1664, 1.5165], [-0.1329, -0.4117, 0.7234], [0.3051, 0.8358, -2.4573], [0.9315, -0.0335, -1.0399], [3.2930, -1.3363, 0.2619], [3.0560, -0.5785, 1.7405]],
  "nbo_charge": [0.127, 0.325, -0.332, 0.473, -0.441, -0.520, -0.747, -0.353, -0.778, 0.229, 0.216, 0.250, 0.403, 0.475, 0.424, 0.445, 0.401, 0.402],
  "lumo_energy_ev": -3.25,
  "charge": 1,
  "homo_lumo_gap_ha": 0.369,
  "spin_multiplicity": 1
}

Version 2
{
  "formula": "C4H9N4O",
  "method": "ωB97M-V with the def2-TZVPD basis set",
  "species": ["C", "O", "C", "N", "N", "C", "N", "C", "N", "H", "H", "H", "H", "H", "H", "H", "H", "H"],
  "positions_angstrom": [[0.3292, -1.2442, -1.8753], [-0.7802, -1.2456, -1.0182], [-0.8518, -0.2606, -0.0593], [-1.9148, -0.3941, 0.7719], [-0.6197, 1.2117, -0.5036], [-0.0807, 1.9860, 0.2938], [0.5915, 1.5946, 1.5299], [0.9879, 0.3243, 1.5920], [0.5802, -0.5533, 0.7852], [1.2422, -1.4968, -1.3912], [0.5093, -0.1965, -2.3609], [0.0635, -2.0005, -2.5853], [-2.5992, -1.1603, 0.6410], [-2.3182, 0.4516, 1.1933], [-0.0877, 3.0770, 0.1392], [1.1756, 2.1767, 2.0832], [1.8150, 0.1015, 2.2298], [0.7301, -1.5051, 0.8264]],
  "nbo_charge": [-0.264, -0.500, 0.726, -0.845, -0.419, 0.275, -0.582, 0.381, -0.553, 0.173, 0.205, 0.229, 0.441, 0.418, 0.225, 0.439, 0.222, 0.429],
  "lumo_energy_ev": -3.73,
  "charge": 1,
  "homo_lumo_gap_ha": 0.391,
  "smiles": "CO[C@]1(N)N=CNC=[NH+]1",
  "spin_multiplicity": 1
}

The structure with the least stability is version 2.

Version 1
{
  "formula": "C4H12N2",
  "method": "ωB97M-V with the def2-TZVPD basis set",
  "species": ["C", "C", "N", "H", "H", "H", "H", "H", "C", "C", "N", "H", "H", "H", "H", "H", "H", "H"],
  "positions_angstrom": [[-0.5868, 1.5852, 2.4283], [-1.6345, 0.9902, 1.6214], [-2.2883, 1.6431, 0.5235], [-0.1834, 2.5839, 2.3675], [0.0541, 0.8287, 2.8547], [-2.2569, 0.2183, 2.1173], [-2.7944, 2.5244, 0.8584], [-1.5182, 2.0353, -0.0373], [2.3977, -1.9306, -0.8299], [1.1332, -1.7521, -1.6260], [0.6010, -0.3563, -1.6569], [3.1979, -1.3056, -1.2333], [2.6252, -3.0596, -0.9492], [2.3615, -1.7097, 0.2886], [0.2791, -2.2713, -1.2206], [1.3402, -2.2203, -2.5792], [1.2116, 0.3469, -2.0417], [-0.3629, -0.3350, -2.0537]],
  "nbo_charge": [-0.455, 0.009, -0.860, 0.190, 0.199, 0.185, 0.368, 0.364, -0.614, -0.216, -0.863, 0.203, 0.209, 0.211, 0.187, 0.159, 0.356, 0.367],
  "lumo_energy_ev": 1.08,
  "homo_lumo_gap_ha": 0.363,
  "smiles": "C=CN.CCN",
  "spin_multiplicity": 1
}

Version 2
{
  "formula": "C4H12N2",
  "method": "ωB97M-V with the def2-TZVPD basis set",
  "species": ["C", "C", "N", "C", "C", "N", "H", "H", "H", "H", "H", "H", "H", "H", "H", "H", "H", "H"],
  "positions_angstrom": [[1.9091, 1.4700, -1.0754], [0.9404, 0.2705, -1.0931], [0.7093, -0.2339, 0.2161], [-0.2865, -1.3184, 0.3003], [-1.7415, -0.8678, 0.5985], [-1.8704, -0.2317, 1.9163], [1.9869, 1.9944, -2.0262], [1.5417, 2.1652, -0.3146], [2.9510, 1.2654, -0.8178], [0.0583, 0.7197, -1.5853], [1.3392, -0.4496, -1.8078], [0.4988, 0.4640, 0.9203], [-0.2487, -1.8409, -0.6532], [0.0218, -2.0350, 1.0638], [-2.3345, -1.7838, 0.5254], [-2.0411, -0.2385, -0.2471], [-2.4693, 0.5822, 1.8482], [-0.9645, 0.0682, 2.2315]],
  "nbo_charge": [-0.604, -0.211, -0.638, -0.221, -0.235, -0.833, 0.210, 0.193, 0.206, 0.149, 0.190, 0.349, 0.198, 0.189, 0.182, 0.170, 0.361, 0.344],
  "lumo_energy_ev": 1.12,
  "homo_lumo_gap_ha": 0.359,
  "smiles": "CCNCCN",
  "spin_multiplicity": 1
}

The structure with the least stability is version 1.

Version 1
{
  "formula": "CH10N2O2",
  "method": "ωB97M-V with the def2-TZVPD basis set",
  "species": ["N", "C", "N", "H", "H", "H", "H", "H", "H", "O", "H", "H", "O", "H", "H"],
  "positions_angstrom": [[-1.5944, 1.2141, 3.5554], [-1.1723, 0.5210, 2.4038], [-1.5528, 0.9771, 1.1354], [-1.3651, 0.6007, 4.3980], [-2.6774, 1.4287, 3.7055], [-1.3744, -0.5528, 2.5584], [-0.0481, 0.5789, 2.4804], [-2.5146, 0.8131, 0.8131], [-1.2534, 1.9259, 0.7502], [2.0152, -2.2264, 0.2839], [1.7490, -1.7980, 1.1891], [2.7875, -2.8386, 0.4769], [1.8198, -0.0556, -6.7031], [0.9061, -0.3162, -6.4807], [2.1746, -0.0502, -5.7952]],
  "nbo_charge": [-0.858, -0.043, -0.862, 0.352, 0.354, 0.149, 0.161, 0.366, 0.380, -0.949, 0.476, 0.473, -0.927, 0.463, 0.464],
  "lumo_energy_ev": 0.74,
  "homo_lumo_gap_ha": 0.360,
  "smiles": "NCN.O.O",
  "spin_multiplicity": 1
}

Version 2
{
  "formula": "CH10N2O2",
  "method": "ωB97M-V with the def2-TZVPD basis set",
  "species": ["N", "C", "N", "H", "H", "H", "H", "H", "H", "O", "H", "H", "O", "H", "H"],
  "positions_angstrom": [[1.7675, -0.6021, 1.2602], [0.5243, -0.3573, 0.5578], [-0.6694, -0.5574, 1.3763], [1.7037, -1.5117, 1.7100], [1.8488, 0.0591, 2.0265], [0.5011, 0.6765, 0.2189], [0.5159, -1.0216, -0.3117], [-0.6968, -1.5049, 1.7299], [-1.5098, -0.3610, 0.8502], [-0.3700, -0.6260, -4.1695], [0.3612, -0.0987, -3.8323], [0.0295, -1.1544, -4.8759], [-1.6524, 2.2856, 0.9651], [-0.9932, 2.9543, 0.7382], [-1.3604, 1.8194, 1.7563]],
  "nbo_charge": [-0.820, -0.052, -0.876, 0.343, 0.350, 0.177, 0.154, 0.350, 0.374, -0.935, 0.468, 0.468, -0.956, 0.471, 0.484],
  "lumo_energy_ev": 0.82,
  "homo_lumo_gap_ha": 0.380,
  "smiles": "NCN.O.O",
  "spin_multiplicity": 1
}

The structure with the least stability is version 1.

Version 1
{
  "formula": "C3H8",
  "method": "ωB97M-V with the def2-TZVPD basis set",
  "species": ["C", "C", "H", "H", "H", "H", "C", "H", "H", "H", "H"],
  "positions_angstrom": [[-1.7314, 0.1773, 0.7884], [-0.7570, 1.0282, 0.4906], [-2.5117, -0.0675, 0.0728], [-1.7645, -0.3358, 1.7459], [0.0607, 1.2299, 1.1791], [-0.6799, 1.4975, -0.4879], [1.4805, -0.7079, -0.7602], [0.5030, -0.5650, -0.3103], [1.9041, -1.6391, -0.3811], [2.1294, 0.1314, -0.4919], [1.3669, -0.7491, -1.8455]],
  "nbo_charge": [-0.393, -0.387, 0.195, 0.194, 0.197, 0.197, -0.858, 0.227, 0.211, 0.207, 0.210],
  "lumo_energy_ev": 1.24,
  "homo_lumo_gap_ha": 0.414,
  "smiles": "C=C.C",
  "spin_multiplicity": 1
}

Version 2
{
  "formula": "C3H8",
  "method": "ωB97M-V with the def2-TZVPD basis set",
  "species": ["C", "C", "C", "H", "H", "H", "H", "H", "H", "H", "H"],
  "positions_angstrom": [[-0.7219, -1.0543, -0.2872], [0.4609, -0.0306, -0.4635], [0.3483, 1.0823, 0.6720], [-1.6602, -0.5035, 0.1775], [-1.0723, -1.6590, -1.3010], [-0.3277, -1.7705, 0.5134], [1.4929, -0.5436, -0.4517], [0.3773, 0.4864, -1.4690], [1.2516, 1.6936, 0.5598], [0.4478, 0.6847, 1.6576], [-0.5967, 1.6145, 0.3921]],
  "nbo_charge": [-0.628, -0.399, -0.614, 0.205, 0.215, 0.208, 0.197, 0.194, 0.207, 0.206, 0.209],
  "lumo_energy_ev": 1.25,
  "homo_lumo_gap_ha": 0.456,
  "smiles": "CCC",
  "spin_multiplicity": 1
}

The structure with the least stability is version 1.